No. 1
DFT (wB97M-V/def2-TZVPD) results for a 13-piece molecular cluster, C16H59N25O13 overall in a non-equilibrium geometry.

## Properties
HOMO level	-8.81	eV
energy above the lowest of the compared OMol25 structures with the same formula, charge and spin	1.576	eV
charge	0
frontier orbital gap	8.29	eV
calculated total energy	-81430.2874	eV

Each line ends with the Mulliken charge.
Element x y z (Å)
C (-5.21197, 2.56132, -1.58851)  -1.182
C (-4.90497, 3.56455, -2.70862)  0.595
C (-3.47264, 3.49615, -3.17631)  -0.654
O (-2.41185, 3.75881, -2.26470)  -0.326
C (-1.86370, 2.64134, -1.67611)  0.113
N (-5.82492, 3.35197, -3.85912)  -0.748
H (-4.54476, 2.46439, -0.73640)  0.335
H (-5.08211, 1.60343, -2.10389)  0.037
H (-6.25719, 2.64633, -1.29720)  0.337
H (-5.13920, 4.59827, -2.43903)  0.393
H (-3.44731, 4.36744, -3.83807)  0.201
H (-3.28328, 2.55874, -3.71361)  0.300
H (-1.33975, 1.98710, -2.38656)  -0.012
H (-2.53794, 2.03474, -1.06132)  0.043
H (-1.07390, 2.86399, -0.95406)  0.003
H (-5.25512, 2.63082, -4.31496)  0.254
H (-5.65459, 4.08128, -4.55021)  0.325
C (1.82453, 2.95875, -3.16705)  0.457
O (2.19239, 3.87450, -3.91623)  -0.743
N (1.77979, 2.98669, -1.82610)  0.139
N (1.23586, 1.85956, -3.63712)  -0.312
H (1.56491, 2.05481, -1.46704)  0.560
H (2.14532, 3.71074, -1.24737)  -0.035
H (0.86737, 1.19016, -2.97772)  0.254
H (0.87950, 1.90898, -4.57443)  0.211
C (4.10633, 1.13332, 0.55371)  0.323
O (3.51576, 1.01991, 1.62991)  -0.381
N (4.04591, 0.18762, -0.41767)  -0.054
N (4.80366, 2.20761, 0.11984)  -0.432
H (3.50423, -0.62061, -0.13819)  -0.183
H (4.73602, 0.07703, -1.13570)  0.241
H (5.12280, 2.28020, -0.82646)  0.151
H (4.92778, 2.97396, 0.76531)  0.258
C (-1.89170, -5.40168, -2.22305)  0.506
O (-2.30446, -6.54179, -2.03026)  -0.644
N (-2.31848, -4.32400, -1.54126)  0.024
N (-1.22123, -5.09178, -3.38510)  -0.336
H (-2.83826, -4.31078, -0.68548)  0.039
H (-2.10143, -3.40009, -1.90557)  0.035
H (-1.50269, -4.36592, -4.01738)  0.190
H (-0.59402, -5.82078, -3.67372)  0.203
C (-2.70647, -1.06744, -3.46515)  0.352
O (-2.07525, -1.80632, -2.72181)  -0.795
N (-2.22222, -0.53537, -4.62427)  -0.420
N (-3.90533, -0.45587, -3.17182)  -0.214
H (-2.85613, -0.13990, -5.28739)  0.156
H (-1.22125, -0.48962, -4.72038)  0.228
H (-4.36830, -0.94546, -2.41174)  0.113
H (-4.44063, -0.16457, -3.96850)  0.260
C (0.79288, -0.39219, -0.20748)  -0.034
O (0.89101, 0.56182, -0.99487)  -0.624
N (-0.06407, -1.40813, -0.43612)  0.575
N (1.36613, -0.54159, 0.99786)  0.895
H (-0.64851, -1.48299, -1.25072)  -0.251
H (-0.15143, -2.10992, 0.29294)  -0.229
H (1.26776, -1.45421, 1.41208)  -0.155
H (1.99680, 0.09028, 1.48731)  -0.162
C (0.61983, 1.31571, 5.40582)  0.525
O (0.94577, 1.46065, 6.58692)  -0.707
N (0.93583, 0.27173, 4.60971)  -0.051
N (-0.22498, 2.18723, 4.83610)  -0.241
H (0.52791, 0.09602, 3.70902)  0.034
H (1.63962, -0.39540, 4.90045)  0.202
H (-0.55505, 2.15157, 3.88322)  0.143
H (-0.41646, 3.04830, 5.31523)  0.191
C (0.44272, 4.10279, 1.93206)  0.464
O (-0.55206, 3.53010, 2.39662)  -0.783
N (1.23357, 3.52981, 0.98870)  0.162
N (0.82629, 5.27798, 2.46271)  -0.369
H (1.97248, 4.08186, 0.60086)  0.178
H (1.03182, 2.54314, 1.02366)  -0.327
H (1.68170, 5.72784, 2.18263)  0.214
H (0.39380, 5.53513, 3.33078)  0.226
C (2.88960, -3.42742, -1.03057)  0.539
O (2.88563, -3.08042, 0.15980)  -0.556
N (2.08334, -4.35551, -1.57097)  -0.346
N (3.68987, -2.89030, -2.00831)  -0.452
H (2.50256, -4.80688, -2.36716)  0.234
H (1.47522, -4.98029, -1.06590)  0.232
H (3.59382, -3.14344, -2.97257)  0.163
H (4.40542, -2.23691, -1.74398)  0.179
C (-4.66451, -1.65360, 0.20369)  0.480
O (-5.75624, -1.14492, 0.55134)  -0.724
N (-4.66095, -2.57806, -0.76750)  -0.242
N (-3.50240, -1.40064, 0.78929)  -0.112
H (-5.55659, -2.78078, -1.17610)  0.220
H (-3.78791, -3.05623, -0.92851)  0.191
H (-3.50189, -0.69014, 1.50386)  0.235
H (-2.65098, -1.50393, 0.25748)  0.134
C (3.25272, -2.25942, 3.70988)  0.602
O (3.10208, -1.66923, 4.78577)  -0.812
N (3.85976, -1.71920, 2.66279)  -0.139
N (2.73543, -3.48419, 3.45386)  -0.289
H (4.25273, -0.79377, 2.63590)  0.106
H (3.86889, -2.26498, 1.80586)  0.196
H (2.89170, -3.95074, 2.58387)  0.160
H (2.13387, -3.89490, 4.14582)  0.206
C (-0.25381, -4.53441, 1.48136)  0.632
O (-0.50055, -3.33004, 1.41733)  -0.732
N (0.98722, -5.00882, 1.27357)  -0.204
N (-1.18060, -5.52859, 1.58691)  -0.394
H (1.69828, -4.30513, 1.04456)  -0.139
H (1.28552, -5.95840, 1.40394)  0.171
H (-2.12543, -5.22204, 1.43089)  0.243
H (-0.92493, -6.49619, 1.60711)  0.146
C (3.54386, 4.09126, 3.85946)  0.537
O (3.74060, 4.77643, 2.85330)  -0.698
N (4.07644, 4.45999, 5.04891)  -0.426
N (2.94255, 2.89334, 3.86216)  0.177
H (3.76682, 3.96221, 5.86800)  0.164
H (4.55562, 5.32978, 5.18085)  0.245
H (2.95240, 2.33401, 4.70031)  0.189
H (2.56234, 2.42242, 3.06205)  -0.158

No. 2
DFT (wB97M-V/def2-TZVPD) results for a 2-piece molecular cluster, C10H16O overall in a non-equilibrium geometry.

## Properties
HOMO level	-8.50	eV
energy above the lowest of the compared OMol25 structures with the same formula, charge and spin	3.068	eV
charge	0
frontier orbital gap	9.34	eV
SMILES string	Cc1ccc(O)cc1.CCC
calculated total energy	-12674.6568	eV

Each line ends with the natural charge from an NBO analysis.
Element x y z (Å)
C (2.83035, 0.14583, 1.20273)  -0.643
C (1.58965, 0.89907, 1.34495)  -0.031
C (1.17797, 2.01507, 0.53873)  -0.224
C (-0.15077, 2.55321, 0.49029)  -0.255
C (-1.14812, 1.88404, 1.30425)  0.261
O (-2.47630, 2.15767, 1.27396)  -0.673
C (-0.70909, 0.72206, 1.94450)  -0.255
C (0.56241, 0.17306, 2.12219)  -0.195
H (3.14264, -0.32839, 2.16128)  0.221
H (3.64455, 0.84897, 0.84498)  0.211
H (2.88721, -0.65091, 0.40346)  0.226
H (2.03318, 2.37001, -0.14316)  0.216
H (-0.37890, 3.43187, -0.13084)  0.225
H (-2.50753, 3.03813, 1.71331)  0.483
H (-1.50236, 0.08745, 2.42930)  0.214
H (0.79465, -0.60900, 2.81363)  0.220
C (-0.28033, -1.33114, -2.88290)  -0.609
C (-1.05082, -2.36757, -1.99692)  -0.412
C (-1.35593, -1.56170, -0.71605)  -0.644
H (-0.92310, -0.33518, -3.05284)  0.209
H (0.67117, -1.17671, -2.39312)  0.207
H (-0.11254, -1.76909, -3.98281)  0.199
H (-1.96108, -2.86015, -2.56276)  0.208
H (-0.34119, -3.30756, -1.73504)  0.194
H (-0.81559, -0.56611, -0.55903)  0.223
H (-2.47162, -1.39109, -0.70907)  0.215
H (-1.14850, -2.07183, 0.27696)  0.209

No. 3
DFT (wB97M-V/def2-TZVPD) results for a 2-piece molecular cluster, C3H11NO2 overall in a non-equilibrium geometry.

## Properties
HOMO level	-9.63	eV
energy above the lowest of the compared OMol25 structures with the same formula, charge and spin	1.530	eV
charge	0
frontier orbital gap	10.39	eV
SMILES string	NCCCO.O
calculated total energy	-8872.9596	eV

Each line ends with the natural charge from an NBO analysis.
Element x y z (Å)
N (0.56985, 3.05772, 1.81065)  -0.809
C (0.62660, 2.11470, 0.64487)  -0.216
C (-0.56473, 1.16960, 0.74373)  -0.435
C (-0.86861, 0.14805, -0.41822)  -0.060
O (-2.13085, -0.48292, -0.62873)  -0.713
H (-0.41413, 3.20232, 2.08979)  0.339
H (0.74336, 2.54039, 2.67242)  0.343
H (1.60089, 1.57101, 0.88758)  0.192
H (0.63115, 2.56795, -0.30477)  0.189
H (-0.51027, 0.68542, 1.72651)  0.193
H (-1.50082, 1.75509, 0.77555)  0.196
H (-0.63010, 0.79586, -1.26238)  0.149
H (0.01097, -0.57534, -0.50870)  0.153
H (-2.36811, -0.24586, -1.57496)  0.477
O (1.86823, -5.90551, -2.13533)  -0.957
H (1.88171, -6.50394, -2.87989)  0.478
H (1.05488, -5.89452, -1.63812)  0.479